# 1
Computed, not measured: a molecular structure, C6H7BiNO6, with the ωB97M-V functional and the def2-TZVPD basis.

Element x y z (Å)
Bi (0.058, -0.405, -1.846)
C (0.049, 1.626, -0.699)
O (0.226, 2.057, 0.370)
C (-0.005, 1.509, -3.631)
O (0.014, 2.482, -4.228)
C (-2.546, 0.109, -1.581)
O (-3.583, 0.456, -1.253)
C (2.522, -0.014, -1.845)
O (3.567, 0.200, -1.424)
H (-0.059, -3.157, -3.693)
H (-0.062, -2.701, -4.296)
N (0.494, 0.625, 2.859)
C (-0.702, -0.221, 2.547)
C (-0.113, -1.320, 1.671)
O (0.045, -2.418, 2.200)
O (0.319, -0.956, 0.496)
H (1.268, 0.002, 3.145)
H (0.299, 1.250, 3.646)
H (0.740, 1.199, 2.027)
H (-1.038, -0.684, 3.472)
H (-1.494, 0.362, 2.063)

Output
2S+1   1
Total charge   +3
F_max   7.6 eV Å⁻¹
Frontier orbital gap (alpha / beta)   5.46 / 5.46 eV

Atomic partial charges in e from the Löwdin method, atoms 1 to 8: number 1, Bi, carries 1.751; number 2, C, carries -0.040; number 3, O, carries 0.194; number 4, C, carries -0.029; number 5, O, carries 0.239; number 6, C, carries -0.004; number 7, O, carries 0.223; number 8, C, carries -0.010

# 2
Computed, not measured: C6H7Br in the gas phase, with the ωB97M-V functional and the def2-TZVPD basis.

Element x y z (Å)
C (-1.081, -0.452, 0.943)
C (-0.863, -1.720, 0.454)
C (-1.150, -2.548, -0.441)
C (-0.574, 0.873, 0.827)
C (1.211, 0.692, -0.638)
C (0.824, 0.759, 0.772)
Br (-1.618, 2.168, -0.642)
H (-2.140, -0.503, 0.815)
H (-1.188, -2.869, -1.455)
H (0.539, 0.286, -1.333)
H (1.236, 1.672, -1.155)
H (2.314, 0.300, -0.845)
H (1.480, 1.536, 1.303)
H (1.009, -0.194, 1.397)

Output
2S+1   1
Energy above the lowest of the compared OMol25 structures with the same formula, charge and spin   123.4 kcal/mol
F_max   6.1 eV Å⁻¹
Structure (SMILES)   C#C/C=C(/Br)CC
Frontier orbital gap (alpha / beta)   7.40 / 7.40 eV

Atomic partial charges in e from the Löwdin method, atoms 1 to 8: number 1, C, carries -0.183; number 2, C, carries -0.133; number 3, C, carries 0.135; number 4, C, carries -0.390; number 5, C, carries -0.181; number 6, C, carries -0.380; number 7, Br, carries 0.499; number 8, H, carries 0.087

# 3
Computed, not measured: 2 unconnected molecules or ions with the total composition C6H7BrFN2O3, with the ωB97M-V functional and the def2-TZVPD basis.

Element x y z (Å)
Br (-2.301, -0.518, 1.331)
N (-1.391, -1.734, 0.209)
C (-1.775, -2.050, -1.221)
C (-0.648, -3.179, -1.598)
N (0.285, -3.379, -0.420)
C (-0.182, -2.488, 0.715)
H (-2.674, -1.605, -1.828)
H (-0.631, -3.713, -2.643)
H (1.114, -4.015, -0.370)
H (0.323, -2.448, 1.773)
C (-0.017, 1.961, 0.453)
C (1.468, 1.880, 0.551)
O (1.902, 3.096, -0.016)
C (0.895, 3.981, 0.230)
O (1.010, 5.191, 0.138)
O (-0.259, 3.346, 0.598)
F (1.947, 0.865, -0.202)
H (-0.396, 1.625, -0.518)
H (-0.517, 1.391, 1.241)
H (1.847, 1.796, 1.575)

Output
2S+1   1
Total charge   +1
Energy above the lowest of the compared OMol25 structures with the same formula, charge and spin   101.3 kcal/mol
F_max   6.8 eV Å⁻¹
Frontier orbital gap   8.33 eV

Atomic partial charges in e from the Löwdin method, atoms 1 to 8: number 1, Br, carries 0.886; number 2, N, carries -0.530; number 3, C, carries 0.016; number 4, C, carries 0.037; number 5, N, carries 0.054; number 6, C, carries 0.009; number 7, H, carries 0.151; number 8, H, carries 0.144

# 4
Computed, not measured: 2 unconnected molecules or ions with the total composition C6H7BrN2, with the ωB97M-V functional and the def2-TZVPD basis.

Element x y z (Å)
C (-0.233, -2.681, -0.139)
C (-1.496, -2.175, -0.258)
C (-0.023, -0.796, -1.145)
C (1.888, 1.862, 0.951)
C (0.660, 1.949, 0.676)
C (0.520, 0.404, -1.569)
N (0.670, -1.773, -0.571)
N (-1.369, -1.035, -0.957)
Br (2.234, 0.551, -2.233)
H (-0.014, -3.692, 0.336)
H (-2.564, -2.282, 0.007)
H (2.238, 2.136, 1.897)
H (2.685, 1.736, 0.166)
H (-0.291, 2.361, 0.954)
H (-0.202, 1.093, -2.013)
H (-2.111, -0.635, -1.402)

Output
2S+1   1
Energy above the lowest of the compared OMol25 structures with the same formula, charge and spin   84.7 kcal/mol
F_max   3.0 eV Å⁻¹
Frontier orbital gap (alpha / beta)   7.51 / 7.76 eV

Atomic partial charges in e from the Löwdin method, atoms 1 to 8: number 1, C, carries -0.159; number 2, C, carries -0.114; number 3, C, carries -0.490; number 4, C, carries -0.137; number 5, C, carries 0.030; number 6, C, carries -0.589; number 7, N, carries 0.103; number 8, N, carries 0.084

# 5
Computed, not measured: a molecular structure, C6H7BrN2, with the ωB97M-V functional and the def2-TZVPD basis.

Element x y z (Å)
C (1.589, 0.159, 2.219)
C (0.215, -0.247, 2.248)
C (1.832, 0.393, 0.892)
C (-2.294, -0.436, -1.176)
C (-1.328, 0.304, -1.662)
C (0.102, -0.152, -1.566)
N (-0.273, -0.266, 1.045)
N (0.626, 0.228, 0.259)
Br (1.509, 0.806, -2.540)
H (2.248, 0.511, 2.916)
H (-0.398, -0.385, 3.060)
H (2.611, 0.590, 0.267)
H (-3.309, -0.176, -1.467)
H (-1.936, -1.337, -0.757)
H (-1.489, 1.262, -2.318)
H (0.295, -1.256, -1.419)

Output
2S+1   3
Energy above the lowest of the compared OMol25 structures with the same formula, charge and spin   37.9 kcal/mol
F_max   5.6 eV Å⁻¹
Frontier orbital gap (alpha / beta)   6.19 / 5.95 eV
<S²>   2.0345

Atomic partial charges in e from the Löwdin method, atoms 1 to 8: number 1, C, carries 0.000; number 2, C, carries -0.048; number 3, C, carries -0.061; number 4, C, carries -0.074; number 5, C, carries -0.313; number 6, C, carries -0.635; number 7, N, carries 0.060; number 8, N, carries -0.048

# 6
Computed, not measured: a gas-phase ion, C6H7BrN3O (charge +1), with the ωB97M-V functional and the def2-TZVPD basis.

Element x y z (Å)
C (-0.395, 1.848, 1.011)
C (0.249, -0.311, -0.493)
C (-1.418, 0.971, 1.058)
C (-1.818, 2.344, 1.059)
C (2.675, -0.463, -0.481)
C (-1.414, -2.004, -0.721)
N (-1.788, -0.261, 0.791)
N (1.427, -0.593, -0.418)
N (-0.902, -0.881, 0.011)
O (3.427, -1.167, -1.283)
Br (1.275, 2.417, 1.297)
H (-2.097, 2.674, 0.061)
H (-2.156, 2.999, 1.888)
H (3.067, 0.330, 0.200)
H (-0.677, -2.843, -0.865)
H (-1.495, -1.630, -1.807)
H (-2.347, -2.451, -0.228)
H (4.388, -0.979, -1.079)

Output
2S+1   1
Total charge   +1
Energy above the lowest of the compared OMol25 structures with the same formula, charge and spin   182.1 kcal/mol
F_max   3.2 eV Å⁻¹
Frontier orbital gap (alpha / beta)   6.98 / 6.97 eV

Atomic partial charges in e from the Löwdin method, atoms 1 to 8: number 1, C, carries -0.643; number 2, C, carries 0.002; number 3, C, carries -0.307; number 4, C, carries -0.044; number 5, C, carries -0.198; number 6, C, carries -0.019; number 7, N, carries 0.193; number 8, N, carries 0.172